[1]
Density functional theory data (wB97M-V/def2-TZVPD) for a structure of composition C27H30N10O2RuS2SeSi.

Cartesian coordinates (Å):
1 Ru 0.26013 0.26654 -0.00313
2 C 1.91410 3.59260 -0.27961
3 C 2.62657 2.32709 0.03810
4 N 2.18426 1.11064 -0.16961
5 C 3.17690 0.16396 -0.01855
6 C 4.36905 0.66428 0.39014
7 S 4.26277 2.36473 0.52392
8 C 2.84115 -1.21948 -0.33376
9 C 3.69260 -2.26465 -0.49365
10 S 2.79836 -3.68609 -0.80121
11 C 1.33134 -2.80249 -0.72567
12 N 1.50578 -1.52806 -0.49717
13 C 0.01792 -3.48637 -0.87105
14 H 0.83779 3.45196 -0.22849
15 H 2.19774 3.89687 -1.28910
16 H 2.20420 4.38449 0.40990
17 H 5.27536 0.13061 0.61040
18 H 4.76604 -2.26466 -0.43840
19 H 0.08755 -4.51713 -0.52723
20 H -0.29841 -3.50317 -1.91481
21 H -0.72739 -2.96850 -0.26779
22 O -0.95927 -1.15859 1.27408
23 N -0.84940 -0.92090 2.51815
24 N 0.20788 -0.29467 2.81737
25 O 1.08748 0.00925 1.88248
26 C 0.44187 0.18007 4.13915
27 C 1.25743 1.29050 4.29148
28 C 1.47662 1.78127 5.56864
29 C 0.88614 1.16985 6.66424
30 C 0.07309 0.05709 6.48752
31 C -0.15314 -0.45336 5.22020
32 H 1.68722 1.75642 3.41757
33 H 2.10700 2.64919 5.70607
34 H 1.06030 1.55741 7.65806
35 H -0.38323 -0.42253 7.34230
36 H -0.78122 -1.31820 5.06647
37 N -0.95842 2.06889 -6.29340
38 C -1.05358 1.63692 -5.02969
39 N -2.26179 1.30238 -4.55619
40 N 0.05939 1.57733 -4.32733
41 C 0.07697 1.19097 -3.09925
42 N 0.18553 0.85661 -1.99543
43 H -1.74667 2.09884 -6.91328
44 H -0.04619 2.30022 -6.64593
45 H -3.09074 1.37168 -5.11882
46 H -2.35584 0.94993 -3.61649
47 C 0.24764 5.31517 2.94403
48 Si -1.25785 4.23648 2.63560
49 C -1.89516 3.52244 4.24869
50 C -2.61213 5.23214 1.79107
51 C -0.76458 2.84142 1.54763
52 C -0.45405 1.91592 0.81689
53 H 0.01734 6.11099 3.65269
54 H 0.59195 5.78514 2.02191
55 H 1.06975 4.72893 3.35579
56 H -2.29993 4.30441 4.89186
57 H -1.10615 3.00713 4.79776
58 H -2.69152 2.80084 4.05998
59 H -2.55713 6.28402 2.07248
60 H -3.60065 4.87078 2.07498
61 H -2.53335 5.17034 0.70650
62 Se -2.34864 -1.12868 -2.08838
63 N -2.13841 -0.00770 -0.70011
64 C -3.34261 0.32324 -0.26705
65 C -3.63140 1.16176 0.85212
66 C -4.93126 1.40717 1.16396
67 C -6.01358 0.85462 0.41595
68 C -5.79159 0.04467 -0.65123
69 C -4.44396 -0.24953 -1.02023
70 N -4.11839 -1.03598 -2.02861
71 H -2.80718 1.57605 1.41303
72 H -5.16580 2.03912 2.00961
73 H -7.02393 1.08569 0.72278
74 H -6.59214 -0.39994 -1.22385

Output
Lowest unoccupied orbital energy (spin up / spin down) in eV: -3.191 / -3.207
Multiplicity: 2
Kohn-Sham gap (spin up / spin down) in eV: 7.27 / 7.10
HOMO (spin up / spin down) in eV: -10.4559 / -10.3050
Charge: +1

These are the Löwdin partial charges, in e, on atoms 1 to 8: atom 1 (Ru): 1.250, atom 2 (C): -0.068, atom 3 (C): -0.588, atom 4 (N): -0.049, atom 5 (C): -0.322, atom 6 (C): -0.304, atom 7 (S): 1.139, atom 8 (C): -0.322

---

[2]
Density functional theory data (wB97M-V/def2-TZVPD) for a structure of composition C52H57F15Ge2N3O2PbS2Si.

Cartesian coordinates (Å):
1 Pb 0.06449 0.61714 0.49662
2 N 3.19836 1.09057 2.08747
3 C 2.72742 1.82210 3.27725
4 C 2.16877 3.20242 2.93175
5 C 0.65170 3.34733 2.78999
6 N 0.11620 3.10108 1.43279
7 H 3.53927 0.18000 2.37290
8 H 3.99245 1.58173 1.69214
9 H 3.53152 1.94283 4.00886
10 H 1.94852 1.22575 3.75404
11 H 2.65474 3.57192 2.01957
12 H 2.45887 3.88221 3.73382
13 H 0.39944 4.36786 3.08804
14 H 0.13177 2.66842 3.47237
15 H 0.50086 3.79184 0.79652
16 H -0.88619 3.26246 1.46428
17 C -1.25739 -3.27667 -2.17112
18 Si -1.57264 -2.13516 -0.69865
19 C -3.30230 -2.43396 -0.02774
20 C -0.36287 -2.65523 0.68116
21 N -1.23277 -0.48806 -1.10825
22 C -1.97495 0.12696 -2.09746
23 C -2.92351 -0.56205 -2.88760
24 C -3.60822 0.03240 -3.93017
25 C -3.37981 1.36324 -4.25305
26 C -2.48360 2.08397 -3.48076
27 C -1.82998 1.48217 -2.41775
28 O -0.94402 2.23490 -1.61704
29 C -1.33089 3.55390 -1.39861
30 C -0.44674 4.55829 -1.74434
31 C -0.77987 5.88256 -1.47703
32 C -1.99224 6.18870 -0.87850
33 C -2.87655 5.16601 -0.54768
34 C -2.55220 3.84448 -0.80787
35 H -0.77070 -4.20808 -1.86443
36 H -0.61524 -2.78502 -2.90975
37 H -2.18784 -3.54774 -2.67753
38 H -3.80131 -3.26105 -0.54020
39 H -3.92523 -1.54212 -0.13641
40 H -3.26628 -2.67478 1.03684
41 H -0.03965 -3.68598 0.51061
42 H -0.87260 -2.62924 1.64490
43 H 0.54529 -2.05200 0.78178
44 H -3.11777 -1.60517 -2.66516
45 H -4.32681 -0.54651 -4.49772
46 H -3.90504 1.84238 -5.06743
47 H -2.30246 3.12946 -3.69860
48 H 0.48930 4.30255 -2.22820
49 H -0.09385 6.67298 -1.75359
50 H -2.25235 7.21884 -0.67438
51 H -3.82809 5.39819 -0.08671
52 H -3.23272 3.03794 -0.55729
53 C 2.58482 -0.17802 -7.15612
54 C 1.87025 -1.03941 -6.11783
55 C 0.72678 -0.31553 -5.40432
56 C 1.14695 0.94411 -4.63951
57 Ge 2.52421 0.65482 -3.31573
58 C 2.69579 1.77750 -1.71998
59 C 3.92869 2.67762 -1.83074
60 C 3.78188 3.70172 -2.95387
61 C 4.95741 4.66761 -3.04004
62 H 3.30182 -0.76678 -7.72820
63 H 3.13634 0.64295 -6.69228
64 H 1.86691 0.25154 -7.85822
65 H 2.59928 -1.38532 -5.37450
66 H 1.46624 -1.93060 -6.60234
67 H 0.23271 -1.00050 -4.70985
68 H -0.02810 -0.01758 -6.13767
69 H 0.29386 1.36174 -4.11248
70 H 1.53816 1.71826 -5.30626
71 H 3.93777 0.31741 -3.82802
72 H 2.73784 1.12698 -0.84078
73 H 1.78721 2.37811 -1.61732
74 H 4.81943 2.06972 -2.02278
75 H 4.09649 3.19617 -0.88269
76 H 2.85300 4.26229 -2.80356
77 H 3.67782 3.17234 -3.91221
78 H 5.07428 5.21466 -2.10288
79 H 4.80953 5.39480 -3.83825
80 H 5.88945 4.13512 -3.23921
81 C 1.65625 -7.62606 -3.06742
82 C 1.88129 -6.19786 -2.65418
83 C 2.06347 -5.85534 -1.31666
84 C 2.25561 -4.53602 -0.93822
85 C 2.27978 -3.55826 -1.91989
86 C 2.10219 -3.86316 -3.26062
87 C 1.90495 -5.18500 -3.61562
88 S 2.54924 -1.88472 -1.40191
89 C 4.34061 -1.84848 -1.53284
90 O 2.08345 -1.06975 -2.62669
91 H 1.58408 -8.28584 -2.20484
92 H 2.47807 -7.97402 -3.69654
93 H 0.73926 -7.71666 -3.65114
94 H 2.03874 -6.62820 -0.55844
95 H 2.37782 -4.27671 0.10844
96 H 2.09205 -3.07885 -4.00622
97 H 1.75612 -5.43721 -4.65898
98 H 4.61045 -2.14585 -2.54543
99 H 4.74141 -2.55383 -0.80523
100 H 4.68596 -0.83822 -1.31046
101 F 0.80050 -0.42745 4.34901
102 C 0.22273 -1.64244 4.37505
103 C -1.13641 -1.75686 4.14801
104 C -1.64330 -3.04489 4.07934
105 F -2.93138 -3.25827 3.78336
106 C -0.85479 -4.16026 4.28792
107 F -1.37116 -5.38440 4.21664
108 C 0.49480 -3.99985 4.54462
109 F 1.26675 -5.06314 4.72471
110 C 1.04550 -2.73133 4.57610
111 F 2.35532 -2.57632 4.76876
112 Ge -2.25925 -0.14225 3.93042
113 S -2.11431 0.76581 1.97742
114 C -4.10550 -0.67675 4.38671
115 C -5.22123 -0.51407 3.58302
116 F -5.12342 0.05619 2.37936
117 C -6.47847 -0.92954 3.98458
118 F -7.53428 -0.75731 3.19232
119 C -6.64020 -1.52817 5.21922
120 F -7.84224 -1.92799 5.60962
121 C -5.54791 -1.70461 6.05075
122 F -5.70005 -2.28240 7.23930
123 C -4.30990 -1.27255 5.62205
124 F -3.26804 -1.45097 6.45099
125 C -1.81406 1.16638 5.36057
126 C -2.23913 2.47713 5.18381
127 F -3.04733 2.79330 4.16322
128 C -1.88599 3.50165 6.04129
129 F -2.30477 4.74768 5.82544
130 C -1.09100 3.22004 7.13711
131 F -0.73430 4.18970 7.96765
132 C -0.68611 1.91950 7.37372
133 F 0.05499 1.64294 8.44440
134 C -1.05866 0.91796 6.49630
135 F -0.66930 -0.32487 6.80503

Output
Lowest unoccupied orbital energy in eV: -2.573
Kohn-Sham gap in eV: 6.77
HOMO in eV: -9.3409
Charge: +1

These are the Löwdin partial charges, in e, on atoms 1 to 8: atom 1 (Pb): 1.107, atom 2 (N): -0.016, atom 3 (C): -0.271, atom 4 (C): -0.176, atom 5 (C): -0.244, atom 6 (N): -0.087, atom 7 (H): 0.065, atom 8 (H): 0.064

---

[3]
Density functional theory data (wB97M-V/def2-TZVPD) for a cluster of 2 separate species, CH5FNOP in total.

Cartesian coordinates (Å):
1 C -1.19158 -0.86850 0.03993
2 N 1.12391 0.60071 -0.15890
3 O 2.56267 0.37382 -0.07578
4 F -1.59725 1.64462 -0.16429
5 P -1.03718 0.68030 1.01432
6 H -0.91242 -1.72566 0.64469
7 H -2.19193 -1.01584 -0.36705
8 H -0.47248 -0.75068 -0.77769
9 H 1.07844 1.59187 -0.40375
10 H 2.63784 -0.53065 0.24851

Output
Lowest unoccupied orbital energy (spin up / spin down) in eV: -0.319 / -0.217
Kohn-Sham gap (spin up / spin down) in eV: 8.75 / 7.50
HOMO (spin up / spin down) in eV: -9.0732 / -7.7223
Charge: 0

These are the Löwdin partial charges, in e, on atoms 1 to 8: atom 1 (C): -0.377, atom 2 (N): -0.122, atom 3 (O): -0.129, atom 4 (F): -0.390, atom 5 (P): 0.873, atom 6 (H): 0.023, atom 7 (H): 0.030, atom 8 (H): 0.007